[1]
92
Properties=species:S:1:pos:R:3 method="wB97M-V/def2-TZVPD" spin_multiplicity=9 e_homo_ev="-12.44 / -12.30" orbital_gap_ev="8.3 / 7.4" s2=20.01 charge=+2
Fe 22.64 -3.57 7.14
Fe 27.18 -5.06 5.26
S 25.05 -4.04 6.41
O 24.42 -4.14 7.74
O 24.09 -3.16 5.71
O 26.45 -3.59 6.36
O 25.21 -5.35 5.77
C 27.76 -7.27 3.06
O 27.74 -6.55 4.07
N 26.79 -8.11 2.74
C 26.65 -8.62 1.36
C 25.57 -8.20 3.54
H 28.54 -7.28 2.29
H 26.66 -9.71 1.45
H 27.43 -8.22 0.71
H 25.71 -8.29 0.93
H 25.71 -7.78 4.53
H 24.79 -7.63 3.02
H 25.18 -9.22 3.52
C 20.77 -4.41 9.66
O 21.61 -4.51 8.77
N 21.02 -4.80 10.91
C 19.99 -4.76 11.95
C 22.29 -5.48 11.25
H 19.77 -3.98 9.54
H 20.48 -4.35 12.83
H 19.55 -5.74 12.12
H 19.20 -4.09 11.63
H 22.64 -4.92 12.11
H 22.04 -6.49 11.57
H 22.92 -5.48 10.37
C 21.21 -5.70 5.16
O 21.94 -5.29 6.06
N 21.35 -6.92 4.63
C 20.24 -7.46 3.80
C 22.17 -7.92 5.32
H 20.43 -5.06 4.74
H 20.00 -6.74 3.03
H 19.35 -7.51 4.43
H 20.53 -8.44 3.43
H 21.64 -8.42 6.13
H 22.47 -8.61 4.53
H 23.12 -7.46 5.58
C 22.72 -0.44 8.33
O 22.82 -1.63 8.12
N 21.64 0.17 8.86
C 21.75 1.51 9.36
C 20.43 -0.59 9.13
H 23.54 0.27 8.19
H 21.95 1.48 10.44
H 20.86 2.12 9.20
H 22.58 2.09 8.94
H 20.32 -1.38 8.39
H 20.42 -0.91 10.18
H 19.59 0.11 9.09
C 20.24 -1.87 5.66
O 21.05 -2.55 6.28
N 20.50 -0.98 4.71
C 19.51 -0.46 3.78
C 21.88 -0.72 4.36
H 19.16 -1.99 5.84
H 19.63 -0.97 2.83
H 19.70 0.60 3.58
H 18.54 -0.56 4.26
H 22.55 -1.28 5.00
H 22.13 -1.01 3.34
H 22.10 0.35 4.33
C 27.76 -7.21 7.75
O 27.50 -6.25 7.01
N 26.83 -8.04 8.20
C 27.19 -9.23 8.96
C 25.43 -7.94 7.88
H 28.76 -7.38 8.15
H 26.81 -10.08 8.39
H 26.70 -9.28 9.93
H 28.26 -9.38 9.13
H 24.71 -7.86 8.70
H 25.22 -7.11 7.21
H 25.15 -8.87 7.36
C 26.33 -1.57 10.09
C 26.27 -0.17 10.61
C 27.69 0.34 10.28
O 27.96 -0.22 9.01
C 27.21 -1.43 8.83
H 25.40 -2.05 9.80
H 26.91 -2.10 10.86
H 25.95 0.03 11.63
H 25.62 0.47 10.00
H 28.45 -0.01 10.98
H 27.68 1.43 10.21
H 27.87 -2.26 8.57
H 26.59 -1.32 7.93

[2]
80
Properties=species:S:1:pos:R:3 method="wB97M-V/def2-TZVPD" spin_multiplicity=6 e_homo_ev="-15.74 / -19.19" orbital_gap_ev="4.9 / 4.1" s2=8.79 charge=+4
Ir -0.17 -0.11 0.15
P -1.93 0.68 1.44
P 1.03 -1.49 1.55
P -0.97 -1.73 -1.20
H 2.04 4.71 -8.36
C 1.06 4.26 -8.58
C -0.09 4.94 -8.36
H -0.08 5.96 -7.95
C -1.70 2.35 2.12
C -2.28 -0.41 2.84
C -3.49 0.87 0.55
C 2.61 -2.11 0.90
C 1.58 -0.83 3.16
C 0.09 -2.95 2.09
C -1.78 -1.34 -2.81
C -2.25 -2.84 -0.49
C 0.32 -2.94 -1.74
H 1.05 3.26 -9.03
H -1.07 4.51 -8.62
H -1.26 3.02 1.37
H -1.03 2.35 2.98
H -2.67 2.75 2.46
H -1.41 -0.58 3.49
H -2.64 -1.38 2.49
H -3.07 0.05 3.45
H -3.46 1.73 -0.13
H -4.27 1.04 1.30
H -3.75 -0.02 -0.04
H 3.07 -2.79 1.64
H 3.29 -1.27 0.73
H 2.48 -2.64 -0.05
H 1.93 -1.63 3.83
H 0.73 -0.35 3.65
H 2.39 -0.10 3.03
H 0.66 -3.44 2.90
H -0.06 -3.67 1.28
H -0.89 -2.67 2.49
H -2.15 -2.29 -3.24
H -1.09 -0.88 -3.53
H -2.63 -0.66 -2.67
H -2.27 -3.75 -1.11
H -3.24 -2.36 -0.54
H -2.05 -3.13 0.54
H -0.13 -3.55 -2.54
H 0.66 -3.60 -0.93
H 1.19 -2.41 -2.15
C 0.06 1.69 -3.13
C 1.09 0.82 -3.54
C 1.87 1.14 -4.66
C 1.60 2.29 -5.42
C 0.53 3.12 -5.05
C -0.25 2.81 -3.94
S -0.86 1.49 -1.67
H 1.06 -0.43 -0.86
H 1.29 -0.08 -2.97
H 2.68 0.49 -4.95
H 2.21 2.54 -6.27
H 0.31 4.00 -5.64
H -1.10 3.43 -3.66
C 2.25 4.65 0.93
N 2.65 3.38 1.48
C 3.98 2.89 1.20
C 1.69 2.51 2.05
N 1.08 1.63 1.29
N 1.51 2.76 3.37
C 2.30 3.83 3.90
C 0.78 2.01 4.36
H 1.17 4.80 1.07
H 2.78 5.49 1.40
H 2.48 4.62 -0.14
H 4.51 2.54 2.10
H 3.91 2.05 0.50
H 4.54 3.71 0.76
H 1.41 1.83 0.32
H 1.98 4.78 3.45
H 2.11 3.80 4.98
H 3.35 3.66 3.66
H 0.20 2.74 4.94
H 1.49 1.49 5.02
H 0.08 1.31 3.88

[3]
80
Properties=species:S:1:pos:R:3 method="wB97M-V/def2-TZVPD" spin_multiplicity=3 e_homo_ev="-17.91 / -17.83" orbital_gap_ev="6.0 / 6.4" s2=2.17 charge=+3
Mo -0.28 0.87 -0.49
P -2.56 1.33 -0.20
P 1.98 0.78 -1.24
N -0.45 2.58 -1.89
C -2.88 2.25 -1.75
H -3.74 1.79 -2.27
H -3.19 3.27 -1.47
C -1.68 2.34 -2.69
H -1.56 1.41 -3.29
H -1.80 3.17 -3.42
C 0.81 2.87 -2.66
H 1.36 3.64 -2.09
H 0.53 3.28 -3.65
C 1.67 1.60 -2.83
H 2.65 1.85 -3.27
H 1.18 0.86 -3.49
C 2.85 -0.83 -1.49
C 1.98 -2.10 -1.66
H 1.36 -2.15 -2.56
H 1.23 -2.14 -0.88
H 2.56 -3.01 -1.42
C 3.10 1.91 -0.23
C 3.26 1.38 1.21
H 3.18 2.21 1.92
H 4.24 0.92 1.36
H 2.47 0.66 1.49
C -3.07 2.42 1.20
C -3.29 1.59 2.47
H -3.24 2.26 3.34
H -2.54 0.80 2.62
H -4.30 1.15 2.46
C -3.71 -0.13 -0.27
C -3.43 -1.19 0.81
H -3.94 -2.12 0.51
H -3.83 -0.90 1.79
H -2.36 -1.41 0.92
C -0.84 -0.57 -1.85
O -1.09 -1.55 -2.45
C 4.43 2.09 -0.98
H 4.56 1.42 -1.84
H 4.49 3.12 -1.35
H 5.26 1.94 -0.28
C -4.30 3.22 0.75
H -5.04 3.22 1.56
H -4.02 4.25 0.48
H -4.80 2.78 -0.13
C -5.16 0.35 -0.28
H -5.81 -0.53 -0.40
H -5.44 0.85 0.66
H -5.37 1.02 -1.12
C 3.92 -1.00 -0.42
H 3.48 -1.01 0.59
H 4.43 -1.96 -0.55
H 4.68 -0.22 -0.48
H 3.31 -0.65 -2.49
H -3.46 -0.57 -1.25
H 2.52 2.84 -0.19
H -2.20 3.09 1.35
H -0.60 3.35 -1.24
H 0.23 2.22 0.77
C -0.62 -3.73 -0.21
N 0.41 -3.61 0.84
C 0.57 -4.73 1.79
C 0.86 -2.38 1.28
S 0.21 -0.88 0.89
N 1.89 -2.26 2.19
C 3.12 -3.08 2.29
C 1.68 -1.25 3.21
H -1.05 -4.72 -0.10
H -0.19 -3.68 -1.23
H -1.45 -3.00 -0.14
H 1.60 -5.08 1.69
H 0.38 -4.32 2.80
H -0.18 -5.48 1.49
H 4.00 -2.41 2.42
H 2.98 -3.70 3.19
H 3.24 -3.68 1.38
H 2.53 -0.56 3.32
H 0.78 -0.64 2.97
H 1.50 -1.78 4.15

[4]
80
Properties=species:S:1:pos:R:3 method="wB97M-V/def2-TZVPD" spin_multiplicity=1 e_homo_ev=-15.35 orbital_gap_ev=4.9 charge=+3
Y -0.16 -0.09 0.08
P -2.03 -1.02 2.10
P 0.88 -2.63 -0.43
P -2.37 -1.11 -1.54
H 0.48 2.23 -1.17
C -0.55 1.86 -1.33
C -1.53 2.08 -0.39
H -1.39 2.80 0.42
C -1.53 -0.67 3.84
C -2.31 -2.84 2.28
C -3.78 -0.44 2.18
C 1.93 -2.72 -1.93
C 2.05 -3.19 0.85
C -0.15 -4.11 -0.65
C -3.76 -0.01 -2.00
C -3.36 -2.60 -1.13
C -1.77 -1.57 -3.20
H -0.73 1.47 -2.34
H -2.55 1.70 -0.46
H -1.47 0.41 4.02
H -0.55 -1.12 4.04
H -2.26 -1.10 4.54
H -1.34 -3.34 2.40
H -2.81 -3.25 1.39
H -2.93 -3.04 3.17
H -3.80 0.66 2.18
H -4.28 -0.80 3.09
H -4.35 -0.79 1.30
H 2.41 -3.71 -1.96
H 2.69 -1.94 -1.90
H 1.32 -2.56 -2.83
H 2.42 -4.19 0.56
H 1.55 -3.25 1.82
H 2.90 -2.51 0.93
H 0.52 -4.98 -0.68
H -0.72 -4.06 -1.58
H -0.85 -4.22 0.19
H -4.28 -0.45 -2.87
H -3.39 0.98 -2.27
H -4.46 0.09 -1.17
H -4.03 -2.83 -1.97
H -3.98 -2.42 -0.23
H -2.72 -3.47 -0.95
H -2.62 -1.61 -3.88
H -1.27 -2.54 -3.18
H -1.05 -0.82 -3.56
C 1.59 1.97 -4.86
C 1.07 3.11 -4.22
C 1.03 4.34 -4.89
C 1.53 4.46 -6.19
C 2.11 3.34 -6.82
C 2.15 2.10 -6.16
Se 1.44 0.25 -3.96
H 1.77 0.70 -2.52
H 0.69 3.02 -3.21
H 0.60 5.21 -4.39
H 1.48 5.42 -6.72
H 2.53 3.44 -7.82
H 2.61 1.23 -6.64
C 3.52 -0.56 3.03
N 2.80 0.62 3.51
C 3.43 1.32 4.63
C 1.79 1.14 2.77
N 1.51 0.65 1.54
N 1.04 2.14 3.30
C 0.79 2.29 4.73
C 0.18 2.95 2.44
H 4.18 -0.89 3.84
H 4.14 -0.34 2.15
H 2.82 -1.38 2.79
H 3.38 2.41 4.49
H 2.96 1.04 5.58
H 4.48 1.02 4.67
H 2.36 0.22 1.17
H 1.46 3.04 5.18
H -0.24 2.65 4.88
H 0.88 1.34 5.26
H 0.59 2.97 1.42
H -0.85 2.55 2.41
H 0.14 3.98 2.82